No. 1
The following is a quantum chemistry calculation of a cluster of 2 separate species, C6H15NO in total, from OMol25.

Last column: natural (NBO) charge in e.
CARTESIAN COORDINATES (ANGSTROEM)
O (0.71, 1.16, -2.89)  -0.9362
N (0.30, -2.30, 0.72)  -0.6188
C (-0.41, 2.09, 0.19)  -0.1075
C (1.20, 0.11, 1.01)  -0.4270
C (-0.83, -2.57, -0.22)  -0.4234
C (0.65, 1.55, 1.19)  -0.4454
C (0.12, -0.92, 1.22)  -0.2413
C (-1.27, 1.48, -0.65)  -0.5013
H (-1.23, 0.61, -1.17)  0.1899
H (-0.91, -0.53, 0.91)  0.1983
H (-0.34, 3.30, 0.18)  0.2106
H (1.56, -0.01, -0.02)  0.2008
H (0.01, 1.36, -2.27)  0.4723
H (1.53, 2.29, 1.13)  0.2258
H (-0.73, -3.30, -0.91)  0.1972
H (-1.85, 2.07, -1.33)  0.2039
H (0.09, -1.16, 2.27)  0.1960
H (1.24, -2.36, 0.17)  0.3454
H (-1.71, -3.04, 0.43)  0.1910
H (0.14, 1.70, 2.24)  0.2275
H (0.71, 0.22, -2.94)  0.4589
H (2.14, 0.02, 1.60)  0.2174
H (-1.14, -1.75, -0.89)  0.1657

Summary:
Multiplicity   1
Frontier orbital gap   9.8302 eV

No. 2
The following is a quantum chemistry calculation of the molecule C6H15NO, from OMol25.

Last column: natural (NBO) charge in e.
CARTESIAN COORDINATES (ANGSTROEM)
O (0.38, -2.20, -3.16)  -0.7225
N (-0.05, -1.87, -0.86)  -0.6479
C (0.04, -0.34, 1.08)  -0.4009
C (1.65, 1.64, 1.10)  -0.6163
C (-0.84, 2.02, 1.17)  -0.5993
C (-0.84, -1.13, 0.14)  -0.2265
C (0.29, 1.13, 0.64)  -0.2202
C (-0.52, -1.63, -2.22)  0.1049
H (1.53, 2.33, 1.94)  0.2036
H (-0.76, 2.99, 0.66)  0.2087
H (-0.50, -0.58, -2.48)  0.1447
H (0.23, 1.11, -0.44)  0.1901
H (0.37, -3.17, -3.05)  0.4683
H (-0.76, 2.12, 2.24)  0.2040
H (-1.42, -1.85, 0.72)  0.1895
H (-1.82, 1.61, 0.89)  0.2050
H (1.00, -0.86, 1.22)  0.2016
H (-1.49, -2.11, -2.32)  0.1516
H (2.13, 2.26, 0.35)  0.2140
H (-1.55, -0.49, -0.37)  0.1746
H (0.93, -1.59, -0.80)  0.3580
H (-0.39, -0.32, 2.09)  0.2040
H (2.39, 0.93, 1.46)  0.2110

Summary:
Multiplicity   1
Frontier orbital gap   10.0465 eV

No. 3
The following is a quantum chemistry calculation of the molecule C6H15NO, from OMol25.

Last column: natural (NBO) charge in e.
CARTESIAN COORDINATES (ANGSTROEM)
O (-2.39, 0.34, 1.87)  -0.7321
N (-0.27, 0.67, -0.88)  -0.6287
C (1.06, -0.14, 1.12)  -0.4089
C (-1.21, 0.94, 1.31)  -0.0679
C (-0.32, 0.02, 0.41)  -0.0792
C (-0.10, -0.34, -2.00)  -0.2189
C (0.89, -0.96, 2.42)  -0.6238
C (0.55, 0.32, -3.19)  -0.6299
H (1.54, -0.77, 0.38)  0.1994
H (1.59, 0.55, -2.92)  0.2019
H (0.47, -1.95, 2.18)  0.2003
H (1.79, -1.05, 3.01)  0.2174
H (1.48, 0.83, 1.37)  0.2032
H (0.00, -0.58, 2.93)  0.2176
H (-1.14, -0.63, -2.19)  0.1919
H (-0.07, 1.18, -3.47)  0.2157
H (-0.67, -1.02, 0.33)  0.1922
H (-1.61, 1.79, 0.76)  0.1824
H (0.56, -1.16, -1.70)  0.1645
H (0.55, 1.25, -1.05)  0.3532
H (-0.62, 1.36, 2.13)  0.1651
H (-2.72, -0.35, 1.29)  0.4642
H (0.64, -0.29, -4.09)  0.2205

Summary:
Multiplicity   1
Frontier orbital gap   9.9922 eV

Relative energy (zero: lowest compared OMol25 entry of this formula, charge and spin)
In order: 396.4; 136.6; 204.8
Unit: kJ/mol